(1)
Entry from the Open Molecules 2025 dataset: a molecular structure, C19H34N6O4S (ωB97M-V with the def2-TZVPD basis set).

```
64
Properties=species:S:1:pos:R:3:forces:R:3
C 4.132 0.300 4.953 0.067 -0.003 0.119
C 2.713 0.452 4.437 0.281 0.114 -0.427
O 2.623 0.023 3.084 0.102 -0.107 0.147
C 1.478 -0.745 2.762 0.255 0.016 -0.266
C 1.800 -2.214 2.550 -0.231 0.046 -0.093
C 2.651 -2.461 1.351 -0.231 -0.639 -1.142
C 4.014 -2.052 1.369 0.530 -0.261 -0.755
C 4.866 -2.207 0.302 -0.218 0.138 0.378
N 6.239 -1.811 0.312 -0.341 -0.084 0.374
C 4.335 -2.827 -0.870 0.376 0.202 0.097
N 4.988 -3.090 -1.999 0.392 -0.062 -0.562
S 3.945 -3.796 -2.998 0.387 0.294 0.432
N 2.646 -3.802 -2.074 -0.420 -0.254 0.156
C 2.984 -3.241 -0.904 -0.588 -0.160 0.015
C 2.133 -3.055 0.214 0.519 0.511 0.736
H 4.721 -0.287 4.265 0.126 -0.245 -0.191
H 4.163 -0.179 5.923 -0.012 -0.169 0.224
H 4.619 1.257 5.058 0.199 0.327 -0.015
H 2.455 1.503 4.457 -0.358 0.318 0.165
H 2.015 -0.094 5.058 -0.288 -0.200 0.150
H 0.695 -0.628 3.496 -0.202 0.056 0.298
H 1.084 -0.369 1.825 -0.158 0.254 -0.246
H 0.849 -2.703 2.385 -0.327 -0.273 0.094
H 2.248 -2.646 3.438 0.157 -0.065 0.277
H 4.368 -1.580 2.264 0.227 0.205 0.295
H 6.567 -1.850 1.268 0.130 0.008 0.083
H 6.311 -0.839 0.042 0.124 0.045 -0.328
H 1.110 -3.374 0.161 -0.327 -0.121 0.044
C -1.890 1.178 2.313 -0.021 -0.152 -0.058
O -1.463 0.371 3.120 -0.014 -0.048 0.037
N -1.826 2.508 2.472 -0.027 0.270 -0.058
C -2.348 3.436 1.483 0.110 -0.014 0.198
C -1.209 3.027 3.680 -0.017 -0.107 -0.036
H -2.368 0.873 1.368 -0.010 0.008 0.014
H -1.553 4.081 1.107 -0.012 0.020 -0.039
H -3.129 4.060 1.919 -0.030 0.025 -0.026
H -2.773 2.892 0.647 -0.050 -0.042 -0.100
H -0.174 2.692 3.753 0.007 0.013 0.022
H -1.741 2.671 4.563 0.017 0.011 0.019
H -1.237 4.113 3.655 -0.008 0.033 -0.018
C -1.689 -2.455 -2.269 -0.051 -0.042 0.176
O -2.899 -2.413 -2.139 -0.025 0.016 -0.018
N -1.006 -1.762 -3.196 0.190 0.037 -0.104
C 0.441 -1.823 -3.301 -0.319 0.202 -0.092
C -1.770 -0.927 -4.105 -0.007 -0.104 0.120
H -1.042 -3.067 -1.619 0.001 -0.009 -0.022
H 0.870 -0.827 -3.166 0.055 -0.043 -0.014
H 0.730 -2.204 -4.283 0.090 -0.012 0.025
H 0.844 -2.486 -2.541 -0.087 0.001 -0.061
H -2.343 -0.197 -3.533 0.012 0.067 -0.071
H -2.474 -1.535 -4.674 -0.017 0.045 -0.031
H -1.097 -0.413 -4.786 0.058 0.004 0.008
C -4.110 2.689 -2.339 0.127 -0.056 0.184
O -3.948 3.734 -1.738 0.026 0.041 0.062
N -4.877 2.546 -3.430 -0.085 -0.102 -0.180
C -5.024 1.265 -4.094 -0.066 0.223 0.001
C -5.576 3.710 -3.947 0.069 -0.017 0.089
H -3.627 1.745 -2.027 -0.012 0.016 -0.008
H -4.676 1.332 -5.127 -0.011 -0.072 -0.013
H -6.068 0.950 -4.090 0.003 -0.053 -0.033
H -4.434 0.518 -3.570 -0.028 -0.064 0.012
H -4.865 4.491 -4.218 -0.014 0.020 -0.009
H -6.250 4.116 -3.192 -0.013 0.020 -0.011
H -6.148 3.422 -4.825 -0.012 -0.026 -0.025
```
Positions in Å, forces in eV/Å.

Its net charge is 0. The largest force on an atom is 1.329 eV/Å. The calculation puts the lowest unoccupied orbital energy at -0.37 eV. Its total energy is -48219.825 eV. The calculation puts the frontier orbital gap at 8.10 eV.

(2)
Entry from the Open Molecules 2025 dataset: C4H7NO in the gas phase (ωB97M-V with the def2-TZVPD basis set).

```
13
Properties=species:S:1:pos:R:3:forces:R:3
C -0.626 -0.671 -1.931 0.018 -0.027 -0.019
C -0.080 -0.246 -0.612 0.179 -0.208 -0.105
N 0.972 -0.684 -0.052 -0.343 0.152 -0.158
C 1.031 -0.034 1.260 0.066 0.057 0.241
C -0.037 1.071 1.184 0.132 0.094 0.183
O -0.822 0.692 0.042 -0.028 -0.036 -0.082
H -1.623 -1.103 -1.797 0.136 0.067 -0.017
H 0.038 -1.413 -2.376 -0.105 0.118 0.069
H -0.724 0.192 -2.598 0.016 -0.113 0.102
H 0.806 -0.780 2.033 0.040 0.118 -0.082
H 2.032 0.359 1.459 -0.148 -0.052 -0.044
H 0.397 2.058 0.985 -0.060 -0.135 0.041
H -0.693 1.135 2.055 0.097 -0.034 -0.129
```
Positions in Å, forces in eV/Å.

Its net charge is 0. The largest force on an atom is 0.407 eV/Å. The calculation puts the lowest unoccupied orbital energy at 1.04 eV. Its total energy is -7798.829 eV. The energy relative to the best compared isomer or geometry (same formula, charge and spin) is 0.815 eV. The calculation puts the frontier orbital gap at 10.46 eV. As for the structure (SMILES): CC1=NCCO1.

(3)
Entry from the Open Molecules 2025 dataset: a molecular structure, C32H33N5O2P3PdS5Se2 (ωB97M-V with the def2-TZVPD basis set).

```
83
Properties=species:S:1:pos:R:3:forces:R:3
Pd -3.013 -0.206 -1.219 -0.269 0.414 -0.066
Se 2.953 -0.928 1.772 0.056 0.010 -0.003
P 2.838 0.011 -0.114 0.025 0.012 0.059
C 3.892 -0.742 -1.381 -0.024 0.000 -0.012
C 3.619 -0.629 -2.744 0.004 -0.002 0.003
C 4.506 -1.146 -3.672 -0.002 -0.001 0.001
C 5.667 -1.780 -3.248 0.001 -0.001 -0.002
C 5.937 -1.900 -1.894 -0.001 -0.002 0.004
C 5.050 -1.385 -0.960 0.004 0.002 0.009
C 3.319 1.766 -0.105 -0.008 -0.002 -0.019
C 3.670 2.409 -1.294 -0.001 -0.004 0.015
C 4.078 3.732 -1.275 -0.010 0.004 0.000
C 4.128 4.427 -0.073 0.003 0.002 -0.006
C 3.785 3.791 1.111 -0.003 -0.010 0.009
C 3.395 2.458 1.098 0.015 0.010 0.006
C 1.162 -0.103 -0.789 -0.016 -0.134 -0.018
C -0.065 0.538 -0.582 -0.046 0.066 0.038
N -0.972 -0.219 -1.224 0.115 -0.182 -0.054
N -0.370 -1.259 -1.774 -0.014 0.062 0.046
N 0.910 -1.215 -1.514 0.046 0.011 -0.074
P -0.801 2.014 0.148 -0.138 -0.040 0.074
Se -2.878 1.544 0.600 0.130 0.010 -0.008
C 0.049 2.508 1.643 0.021 -0.058 -0.003
C 0.139 3.853 1.997 -0.014 0.018 -0.012
C 0.695 4.202 3.216 -0.008 0.001 -0.018
C 1.152 3.214 4.080 0.007 -0.019 0.006
C 1.055 1.876 3.729 -0.003 -0.003 0.017
C 0.497 1.518 2.512 -0.036 0.045 -0.012
C -0.653 3.343 -1.054 0.055 0.006 -0.011
C -1.737 3.719 -1.840 0.006 0.013 -0.016
C -1.576 4.710 -2.797 -0.014 -0.006 -0.004
C -0.343 5.322 -2.965 0.014 0.007 -0.001
C 0.739 4.947 -2.177 -0.004 -0.008 -0.002
C 0.588 3.957 -1.221 -0.022 0.004 0.002
H 2.706 -0.158 -3.083 -0.002 0.003 -0.002
H 4.288 -1.062 -4.729 0.002 0.000 0.000
H 6.357 -2.187 -3.976 0.000 0.001 -0.001
H 6.837 -2.400 -1.560 0.000 -0.001 0.001
H 5.246 -1.489 0.100 0.003 -0.001 -0.001
H 3.644 1.875 -2.234 0.003 0.000 -0.013
H 4.365 4.218 -2.198 0.001 0.002 0.001
H 4.450 5.461 -0.057 0.000 0.000 -0.002
H 3.838 4.323 2.052 0.001 0.000 -0.001
H 3.163 1.944 2.022 0.016 0.005 -0.018
H -0.219 4.622 1.325 0.000 0.007 0.003
H 0.769 5.245 3.493 -0.001 0.001 0.000
H 1.588 3.491 5.032 0.000 0.003 0.000
H 1.429 1.105 4.391 -0.001 -0.004 -0.001
H 0.438 0.476 2.232 -0.018 -0.009 0.023
H -2.699 3.245 -1.695 0.005 -0.004 0.003
H -2.418 5.007 -3.408 0.000 0.000 0.001
H -0.224 6.098 -3.710 0.001 0.000 0.001
H 1.700 5.428 -2.302 0.006 0.001 -0.002
H 1.428 3.674 -0.599 0.009 0.007 -0.002
N -5.828 -2.551 1.653 -0.194 0.110 -0.164
C -4.866 -1.734 0.832 -0.043 -0.057 -0.038
P -4.916 -2.454 -0.884 0.029 0.057 0.124
O -6.116 -3.338 -0.807 0.041 -0.042 -0.013
O -4.760 -1.329 -1.872 0.029 -0.205 -0.048
C -3.448 -3.591 -1.027 -0.023 -0.037 0.095
N -2.457 -3.285 -2.103 -0.055 -0.179 0.025
H -6.459 -1.979 2.210 -0.009 0.021 -0.030
H -5.320 -3.178 2.282 0.095 -0.067 0.002
H -6.361 -3.105 0.931 0.012 0.046 0.046
H -3.893 -1.701 1.319 -0.021 0.003 -0.006
H -5.248 -0.717 0.759 0.006 0.004 -0.002
H -3.833 -4.596 -1.195 0.015 -0.016 -0.011
H -2.904 -3.579 -0.084 0.052 -0.014 0.006
H -1.641 -3.906 -2.037 -0.098 0.091 -0.019
H -2.069 -2.327 -2.024 0.313 0.057 0.016
H -2.863 -3.389 -3.032 -0.054 0.074 -0.004
C -3.814 -5.809 3.636 -0.024 0.025 -0.009
S -3.419 -4.058 3.415 0.148 -0.117 0.164
C -2.038 -4.135 2.368 -0.011 -0.100 -0.068
C -1.305 -2.982 2.059 0.143 0.070 -0.045
S -1.622 -1.454 2.623 -0.083 -0.041 0.048
S 0.036 -3.255 0.948 -0.082 0.069 0.046
C -0.252 -4.925 0.645 0.167 -0.152 -0.249
S 0.559 -5.831 -0.443 -0.179 0.102 0.133
S -1.533 -5.609 1.630 -0.070 0.056 0.055
H -4.657 -5.832 4.323 -0.002 -0.007 0.005
H -2.976 -6.331 4.092 0.000 0.008 0.003
H -4.101 -6.285 2.700 0.000 0.004 -0.001
```
Positions in Å, forces in eV/Å.

Its net charge is +1. The largest force on an atom is 0.498 eV/Å. The calculation puts the lowest unoccupied orbital energy (alpha / beta) at -3.03 / -5.03 eV. Its total energy is -261476.899 eV. The energy relative to the best compared isomer or geometry (same formula, charge and spin) is 0.841 eV. The calculation puts the frontier orbital gap (alpha / beta) at 6.94 / 4.94 eV. As for the spin multiplicity: 3. As for the expectation value of S²: 2.0346.

(4)
Entry from the Open Molecules 2025 dataset: C16H19NO4 in the gas phase (ωB97M-V with the def2-TZVPD basis set).

```
40
Properties=species:S:1:pos:R:3:forces:R:3
C 0.857 0.197 2.646 0.175 -0.094 0.241
O 0.135 0.563 1.493 -0.108 0.201 -0.531
C 0.818 1.126 0.435 -0.214 -0.073 0.072
C 2.191 1.321 0.431 -0.057 -0.016 0.168
C 2.834 1.829 -0.686 0.023 0.039 -0.040
C 2.110 2.145 -1.818 0.092 0.022 0.006
C 0.737 1.981 -1.815 -0.176 -0.081 0.175
C 0.069 1.490 -0.701 0.054 0.121 -0.060
O -1.282 1.308 -0.832 0.263 -0.230 -0.058
C -2.150 1.786 0.184 -0.501 0.479 0.292
C -3.501 1.089 0.051 0.420 0.000 0.059
C -3.478 -0.376 0.506 -0.088 0.117 -0.341
C -2.724 -1.233 -0.501 -0.049 -0.037 0.688
O -3.253 -1.713 -1.482 -0.168 -0.033 -0.424
N -1.423 -1.438 -0.193 0.386 -0.253 0.136
C -0.528 -2.014 -1.182 -0.184 0.003 -0.283
C 0.866 -2.057 -0.665 -0.274 -0.403 0.801
C 1.392 -2.572 0.485 -0.343 0.190 -0.516
C 2.779 -2.287 0.449 0.264 0.240 -0.416
C 2.991 -1.622 -0.718 0.445 -0.329 0.625
O 1.841 -1.476 -1.395 -0.172 0.148 -0.393
H 1.334 1.065 3.111 -0.013 -0.021 -0.029
H 1.610 -0.563 2.418 -0.024 0.056 0.009
H 0.119 -0.218 3.331 0.084 0.017 -0.003
H 2.778 1.057 1.295 0.003 -0.052 0.093
H 3.904 1.963 -0.663 0.101 0.013 -0.001
H 2.605 2.525 -2.698 0.041 0.043 -0.086
H 0.145 2.225 -2.683 -0.100 0.029 -0.081
H -1.733 1.613 1.180 -0.049 0.046 -0.157
H -2.281 2.871 0.049 0.058 -0.152 0.026
H -3.815 1.130 -0.993 -0.111 0.077 -0.008
H -4.226 1.641 0.653 0.003 0.033 -0.046
H -3.026 -0.457 1.495 -0.013 -0.006 0.066
H -4.504 -0.744 0.550 0.099 -0.093 0.018
H -0.996 -0.857 0.515 -0.065 -0.014 -0.035
H -0.545 -1.419 -2.104 -0.017 -0.118 0.047
H -0.895 -3.018 -1.423 0.130 0.170 -0.085
H 0.858 -3.095 1.253 -0.196 -0.112 0.127
H 3.512 -2.549 1.186 0.216 -0.025 0.093
H 3.877 -1.217 -1.163 0.061 0.098 -0.148
```
Positions in Å, forces in eV/Å.

Its net charge is 0. The largest force on an atom is 0.937 eV/Å. The calculation puts the lowest unoccupied orbital energy at 0.65 eV. Its total energy is -26579.652 eV. The energy relative to the best compared isomer or geometry (same formula, charge and spin) is 2.521 eV. The calculation puts the frontier orbital gap at 9.11 eV. As for the structure (SMILES): COc1ccccc1OCCCC(=O)NCc1ccco1.